Entry 1:
Entry from the OMol25 dataset: 2 unconnected molecules or ions with the total composition C7H6ClIN2O3 at a distorted geometry (the ωB97M-V functional and the def2-TZVPD basis).

Last column: Mulliken charge in e.
Positions of all 20 atoms, in Å:
C: 1.251 -0.641 0.861  -0.485
C: 1.009 0.449 1.674  -0.685
C: 0.508 -0.791 -0.279  -0.634
C: 0.203 1.503 1.202  -0.669
C: -0.529 0.084 -0.573  0.667
C: -0.664 1.283 0.095  0.753
C: -1.447 -0.257 -1.696  -0.714
N: -2.755 -0.791 -1.421  -0.475
N: -4.407 1.540 -0.049  0.736
O: -4.730 2.630 -0.379  -0.419
O: -4.282 0.954 0.985  -0.333
O: -1.668 2.064 -0.394  -0.324
Cl: -1.552 3.723 0.113  -0.076
I: -3.260 -1.575 0.285  0.174
H: 1.963 -1.270 1.226  0.489
H: 1.580 0.639 2.580  0.344
H: 0.639 -1.683 -0.898  0.304
H: 0.056 2.384 1.643  0.563
H: -1.781 0.454 -2.440  0.393
H: -1.065 -0.949 -2.419  0.391

Kohn-Sham gap (spin up / spin down) ... 8.154 / 6.984 eV
HOMO (spin up / spin down) ... -8.82 / -8.37 eV
Lowest unoccupied orbital energy (spin up / spin down) ... -0.67 / -1.38 eV
E_tot ... -1363.15293 a.u.

Entry 2:
Entry from the OMol25 dataset: a gas-phase ion, C7H6ClO4 (charge -1) at a distorted geometry (the ωB97M-V functional and the def2-TZVPD basis).

Last column: Mulliken charge in e.
Positions of all 18 atoms, in Å:
C: 1.654 0.534 1.217  -0.081
C: 0.354 0.528 1.829  -0.326
C: 1.780 0.070 0.020  -1.125
C: -0.701 0.002 1.153  0.048
C: -1.347 1.142 -1.029  0.630
C: 0.715 -0.466 -0.890  0.075
C: -0.732 -0.253 -0.335  0.992
O: -2.431 0.829 -1.615  -0.806
O: -0.905 2.190 -0.623  -0.656
O: 1.023 -1.797 -1.090  -0.583
O: -1.485 -1.294 -0.845  -0.778
Cl: -2.183 -0.298 1.927  -0.255
H: 2.459 0.935 1.812  0.372
H: 0.216 0.873 2.896  0.273
H: 2.698 -0.015 -0.489  0.342
H: 0.966 0.077 -1.885  0.095
H: 0.245 -2.242 -1.011  0.372
H: -2.326 -0.816 -1.041  0.412

Kohn-Sham gap ... 7.787 eV
Charge ... -1
HOMO ... -4.34 eV
Lowest unoccupied orbital energy ... 3.44 eV
E_tot ... -1031.51982 a.u.
SMILES string ... O=C([O-])[C@]1(O)C(Cl)=CC=C[C@H]1O

Entry 3:
Entry from the OMol25 dataset: C7H6F2N2O4 in the gas phase at a distorted geometry (the ωB97M-V functional and the def2-TZVPD basis).

Last column: Mulliken charge in e.
Positions of all 21 atoms, in Å:
C: 2.522 -0.460 1.010  -0.871
C: 1.553 0.475 1.155  -0.704
C: 1.803 -0.107 -1.114  -0.954
C: 2.661 -0.809 -0.393  -0.275
C: 0.897 0.725 -0.252  0.097
C: -1.110 -0.883 0.017  -0.075
C: -0.616 0.491 -0.344  0.927
N: -2.357 -1.289 0.054  0.801
N: -1.330 1.615 0.473  1.018
O: -3.231 -0.331 -0.492  -0.447
O: -2.037 1.252 1.336  -0.572
O: -2.813 -2.368 0.325  -0.700
O: -1.078 2.693 0.066  -0.618
F: -0.268 -1.655 0.622  -0.211
F: -1.105 0.839 -1.590  -0.339
H: 3.088 -0.813 1.757  0.616
H: 1.073 0.994 1.933  0.526
H: 1.734 -0.048 -2.242  0.323
H: -3.896 -0.700 -1.087  0.363
H: 3.326 -1.468 -0.923  0.477
H: 1.184 1.846 -0.313  0.617

Kohn-Sham gap ... 9.434 eV
HOMO ... -9.34 eV
Lowest unoccupied orbital energy ... 0.10 eV
E_tot ... -880.23753 a.u.
SMILES string ... O=[N+]([O-])[C@](F)(/C(F)=[N+](/[O-])O)C1C=CC=C1

Entry 4:
Entry from the OMol25 dataset: C7H6F3NS in the gas phase at a distorted geometry (the ωB97M-V functional and the def2-TZVPD basis).

Last column: Mulliken charge in e.
Positions of all 18 atoms, in Å:
C: 2.524 0.102 -0.921  -0.529
C: 1.823 1.151 -1.327  -0.396
C: 1.946 -0.933 -0.192  -0.406
C: 0.370 1.101 -1.184  -0.556
C: 0.605 -0.934 0.109  -0.059
C: -0.089 0.065 -0.386  0.443
C: -1.766 0.461 1.798  0.733
N: -2.569 -1.429 -0.203  -0.613
F: -0.555 0.202 2.177  -0.187
F: -2.638 -0.356 2.425  -0.255
F: -2.140 1.712 2.099  -0.252
S: -2.152 0.091 -0.088  0.140
H: 3.543 0.104 -0.986  0.447
H: 2.269 1.918 -2.062  0.267
H: 2.419 -1.886 0.138  0.291
H: -0.179 1.901 -1.639  0.369
H: 0.134 -1.772 0.728  0.330
H: -3.546 -1.497 -0.488  0.233

Kohn-Sham gap ... 9.636 eV
HOMO ... -9.01 eV
Lowest unoccupied orbital energy ... 0.63 eV
E_tot ... -1022.76554 a.u.

Entry 5:
Entry from the OMol25 dataset: 2 unconnected molecules or ions with the total composition C7H6FNO at a distorted geometry (the ωB97M-V functional and the def2-TZVPD basis).

Last column: Mulliken charge in e.
Positions of all 16 atoms, in Å:
C: -1.931 -1.374 0.297  0.374
C: -0.152 -1.074 -2.030  -0.678
C: -1.045 0.000 -1.522  -0.121
C: 0.316 -2.076 -1.389  0.527
C: 0.495 0.648 2.081  -0.692
C: -0.638 0.922 1.529  -0.393
C: -1.837 -0.177 -0.426  0.164
N: -2.057 -2.262 1.013  -0.381
O: 0.603 -3.022 -0.765  -0.353
F: -2.631 0.798 -0.087  -0.323
H: 0.106 -1.098 -3.088  0.334
H: -0.865 0.981 -1.898  0.426
H: 0.810 -0.141 2.745  0.269
H: 1.387 1.205 1.929  0.246
H: -1.490 0.277 1.842  0.286
H: -0.680 1.809 0.965  0.317

Kohn-Sham gap ... 8.867 eV
HOMO ... -8.99 eV
Lowest unoccupied orbital energy ... -0.12 eV
E_tot ... -500.05443 a.u.
SMILES string ... N#C/C(F)=C\C=C=O.C=C

Entry 6:
Entry from the OMol25 dataset: a molecular structure, C7H6GdNO7 at a distorted geometry (the ωB97M-V functional and the def2-TZVPD basis).

Last column: Mulliken charge in e.
Positions of all 22 atoms, in Å:
O: 5.577 -2.499 -0.773  -0.145
C: 5.059 -1.484 -0.710  0.150
Gd: 0.681 0.499 0.682  0.843
C: -0.107 3.002 0.882  0.396
O: -0.157 4.123 0.716  -0.120
C: 2.248 2.589 -0.236  0.201
O: 3.327 2.843 -0.625  -0.093
C: 0.757 2.388 -1.317  0.177
O: 0.653 2.842 -2.395  -0.104
C: 1.921 2.144 2.394  0.242
O: 2.423 3.006 2.973  -0.099
H: 1.551 -1.811 1.306  0.012
N: -2.506 -2.808 -0.632  -0.347
C: -2.982 -1.425 -0.187  -0.564
C: -1.762 -0.691 0.088  1.144
O: -1.700 0.503 0.497  -0.747
O: -0.635 -1.276 -0.081  -0.763
H: -2.402 -2.809 -1.665  0.374
H: -3.183 -3.570 -0.406  0.370
H: -1.568 -2.961 -0.206  0.363
H: -3.593 -1.029 -0.990  0.369
H: -3.602 -1.575 0.685  0.341

Kohn-Sham gap (spin up / spin down) ... 8.588 / 6.265 eV
2S+1 ... 8
Charge ... +2
HOMO (spin up / spin down) ... -17.29 / -15.17 eV
Lowest unoccupied orbital energy (spin up / spin down) ... -8.71 / -8.90 eV
⟨S²⟩ ... 16.372
E_tot ... -1616.70153 a.u.

Entry 7:
Entry from the OMol25 dataset: a molecular structure, C7H6HfN2O2S2 at a distorted geometry (the ωB97M-V functional and the def2-TZVPD basis).

Last column: Mulliken charge in e.
Positions of all 20 atoms, in Å:
C: -1.241 -1.239 -2.847  -1.027
S: 0.207 -0.462 -2.268  1.428
O: 0.275 0.936 -2.681  -0.425
O: 1.434 -1.175 -2.474  -0.398
C: 0.139 -0.126 -0.541  0.340
C: -0.675 -0.780 0.433  -1.002
C: -0.604 -0.380 1.724  -0.556
C: 0.269 0.692 2.101  2.012
N: 0.418 1.189 3.318  -0.673
S: 1.590 2.468 3.205  0.556
N: 1.831 2.327 1.696  -0.192
C: 1.083 1.331 1.131  -0.126
C: 1.062 0.950 -0.183  -0.296
H: -1.009 -1.537 -3.873  0.434
H: -1.511 -2.110 -2.256  0.462
H: -2.026 -0.486 -2.826  0.439
H: -1.347 -1.577 0.152  0.406
H: -1.265 -0.853 2.467  0.108
H: 1.702 1.426 -0.922  0.620
Hf: -0.331 -0.595 4.644  1.892

Kohn-Sham gap ... 3.813 eV
Charge ... +4
HOMO ... -23.91 eV
Lowest unoccupied orbital energy ... -20.09 eV
E_tot ... -1372.48445 a.u.

Entry 8:
Entry from the OMol25 dataset: C7H6N2 in the gas phase at a distorted geometry (the ωB97M-V functional and the def2-TZVPD basis).

Last column: Mulliken charge in e.
Positions of all 15 atoms, in Å:
C: -2.488 -0.215 0.024  -0.275
C: -1.748 1.044 0.009  -0.351
C: 0.674 1.240 -0.186  -0.185
C: 1.870 0.620 0.018  -0.366
C: 1.922 -0.720 0.055  -0.019
C: 0.966 -1.441 -0.145  -0.554
C: -0.421 -0.935 -0.137  0.474
H: -3.554 -0.492 0.427  0.316
H: -1.982 1.993 -0.321  0.398
H: 0.599 2.301 0.168  0.280
H: 2.761 1.368 -0.044  0.256
H: 2.777 -1.354 0.339  0.302
H: 0.816 -2.583 -0.059  0.286
N: -0.490 0.496 -0.058  0.143
N: -1.700 -1.322 -0.090  -0.708

Kohn-Sham gap ... 9.054 eV
HOMO ... -8.42 eV
Lowest unoccupied orbital energy ... 0.63 eV
E_tot ... -379.74205 a.u.
SMILES string ... c1ccn2ccnc2c1

Entry 9:
Entry from the OMol25 dataset: a molecular structure, C7H6N2O at a distorted geometry (the ωB97M-V functional and the def2-TZVPD basis).

Last column: Mulliken charge in e.
Positions of all 16 atoms, in Å:
C: 1.211 1.477 -0.002  -0.161
C: 2.688 -0.079 -0.279  -0.106
C: 0.627 0.346 0.384  0.258
C: -2.952 -0.189 -0.168  -0.070
C: -2.075 -0.540 -1.159  -0.536
C: -0.688 -0.124 0.544  -0.504
C: -1.922 0.559 0.475  -0.419
N: 2.530 1.219 -0.394  -0.645
N: 1.558 -0.673 0.133  0.204
O: 1.250 -2.015 0.185  -0.458
H: 0.800 2.528 -0.023  0.330
H: 3.443 -0.740 -0.662  0.358
H: -4.039 -0.130 0.066  0.351
H: -0.733 -1.240 0.658  0.639
H: -2.004 1.652 0.405  0.311
H: 0.306 -2.053 -0.164  0.449

Kohn-Sham gap ... 8.762 eV
HOMO ... -8.73 eV
Lowest unoccupied orbital energy ... 0.03 eV
E_tot ... -454.83665 a.u.

Entry 10:
Entry from the OMol25 dataset: a molecular structure, C7H6N2OPS2 at a distorted geometry (the ωB97M-V functional and the def2-TZVPD basis).

Last column: Mulliken charge in e.
Positions of all 19 atoms, in Å:
C: -0.599 -1.091 -0.229  1.041
C: -1.786 -1.592 -0.434  -0.583
C: -0.247 0.308 -0.262  0.194
C: -2.391 1.681 0.648  -0.179
C: 0.481 -1.996 0.248  0.087
C: 1.976 -0.094 -0.148  0.476
C: 3.458 0.364 -0.134  -1.217
N: 1.026 0.726 -0.384  -0.532
N: 1.747 -1.413 0.292  -0.123
O: 0.366 -3.154 0.627  -0.701
P: -3.764 2.811 0.343  -0.139
S: -3.324 -1.878 -0.679  -0.429
S: -1.481 1.496 -0.722  -0.099
H: 3.428 1.296 0.314  0.326
H: 3.737 0.394 -1.165  0.259
H: 4.184 -0.191 0.384  0.378
H: 2.474 -2.070 0.462  0.217
H: -4.753 2.205 1.369  0.041
H: -4.531 2.197 -0.530  -0.017

Kohn-Sham gap (spin up / spin down) ... 5.428 / 5.426 eV
Charge ... -1
HOMO (spin up / spin down) ... -2.20 / -2.20 eV
Lowest unoccupied orbital energy (spin up / spin down) ... 3.22 / 3.22 eV
E_tot ... -1592.70847 a.u.

Q: E_tot of number 5 (C7H6FNO)?
A: -500.05443 a.u.